1.
A cluster of 2 separate species, C3H3ClF2 in total, computed with ωB97M-V/def2-TZVPD.

```
! wB97M-V def2-TZVPD RIJCOSX def2/J DEFGRID3
* xyz 0 1
C 0.6968 -1.0212 0.4019
C 1.9157 -1.1632 0.0706
C -1.8053 0.9785 -0.2282
F 2.7063 -2.1629 0.3912
F -2.5758 1.1689 0.8298
Cl 2.6991 0.1669 -0.8148
H -0.0634 -0.2116 0.4415
H -2.3838 0.3535 -0.9445
H -1.1896 1.8910 -0.1476
*
```

Output
energy above the lowest of the compared OMol25 structures with the same formula, charge and spin	552.4	kJ/mol
gap between HOMO and LUMO (alpha / beta)	0.364 / 0.285	hartree
LUMO level (alpha / beta)	-0.1 / -1.3	eV
E_HOMO (alpha / beta)	-0.366 / -0.331	Ha

Löwdin population analysis, charges in e, atoms 1 to 6: atom 1 (C): 0.126, atom 2 (C): -0.845, atom 3 (C): -0.057, atom 4 (F): 0.040, atom 5 (F): -0.070, atom 6 (Cl): 0.625

---

2.
A structure of composition C3H3ClF2S, computed with ωB97M-V/def2-TZVPD.

```
! wB97M-V def2-TZVPD RIJCOSX def2/J DEFGRID3
* xyz 0 1
C -1.0015 -0.9034 -0.9347
C -0.6408 0.2335 0.2189
C 0.6913 0.2701 0.8214
H -2.1516 -1.3861 -0.4443
H -1.2150 -0.3496 -2.2737
H 0.9801 1.2041 1.5572
F 0.2586 -1.9276 -0.7473
F 0.7974 -1.1201 1.1969
S -1.7801 1.2945 0.5580
Cl 1.5923 0.5675 -0.7322
*
```

Output
energy above the lowest of the compared OMol25 structures with the same formula, charge and spin	341.5	kJ/mol
gap between HOMO and LUMO	0.315	hartree
LUMO level	-1.0	eV
E_HOMO	-0.352	Ha

Löwdin population analysis, charges in e, atoms 1 to 6: atom 1 (C): -0.096, atom 2 (C): -0.956, atom 3 (C): -0.628, atom 4 (H): 0.171, atom 5 (H): 0.225, atom 6 (H): 0.173

---

3.
The molecule C3H3ClFNO, computed with ωB97M-V/def2-TZVPD.

```
! wB97M-V def2-TZVPD RIJCOSX def2/J DEFGRID3
* xyz 0 1
O -2.1343 -0.0102 0.2491
N -1.4659 -1.2967 -0.0582
C -0.1960 -0.9388 -0.3177
C 0.4070 0.4626 -0.0147
Cl -0.5136 1.9929 -0.1952
C 1.7350 0.6052 0.2681
F 2.6274 -0.3504 -0.1098
H -3.1722 -0.2829 -0.0662
H 0.5782 -1.7583 -0.4794
H 2.1344 1.5765 0.7239
*
```

Output
structure (SMILES)	O/N=C\C(Cl)=C/F
energy above the lowest of the compared OMol25 structures with the same formula, charge and spin	377.3	kJ/mol
gap between HOMO and LUMO	0.347	hartree
LUMO level	0.1	eV
E_HOMO	-0.344	Ha

Löwdin population analysis, charges in e, atoms 1 to 6: atom 1 (O): -0.284, atom 2 (N): 0.009, atom 3 (C): -0.121, atom 4 (C): -0.550, atom 5 (Cl): 0.648, atom 6 (C): -0.165

---

4.
The molecule C3H3ClIN3, computed with ωB97M-V/def2-TZVPD.

```
! wB97M-V def2-TZVPD RIJCOSX def2/J DEFGRID3
* xyz 0 1
C 1.9285 -0.9799 -0.1349
C 2.0937 0.2823 -0.0303
C -1.9250 0.6979 0.1735
N 0.6295 -1.6547 -0.1438
N -0.4724 -1.0951 -0.0392
N -0.6200 0.1489 0.0849
Cl 3.1622 -2.1401 -0.0780
I 2.0267 2.2534 -0.1310
H -2.6931 0.0779 0.6579
H -2.0325 1.6669 0.4792
H -2.0977 0.7426 -0.8383
*
```

Output
energy above the lowest of the compared OMol25 structures with the same formula, charge and spin	505.2	kJ/mol
gap between HOMO and LUMO (alpha / beta)	0.250 / 0.242	hartree
LUMO level (alpha / beta)	-1.7 / -1.9	eV
E_HOMO (alpha / beta)	-0.313 / -0.312	Ha

Löwdin population analysis, charges in e, atoms 1 to 6: atom 1 (C): -0.921, atom 2 (C): -0.640, atom 3 (C): -0.112, atom 4 (N): -0.026, atom 5 (N): -0.085, atom 6 (N): -0.067

---

5.
The molecule C3H3ClIN3, computed with ωB97M-V/def2-TZVPD.

```
! wB97M-V def2-TZVPD RIJCOSX def2/J DEFGRID3
* xyz 0 1
C -2.5831 3.1685 -0.2435
C -1.6068 2.9408 0.6335
C 0.1848 0.0061 -0.1216
N -1.9771 0.7840 -0.8260
N -0.7274 1.9211 0.6403
N -0.9602 0.9415 -0.1288
Cl -4.0162 3.9040 -0.5336
I -0.9056 4.5809 1.7783
H 0.0336 -0.7514 -1.0284
H 1.0763 0.5884 0.0152
H 0.1240 -0.7273 0.7929
*
```

Output
energy above the lowest of the compared OMol25 structures with the same formula, charge and spin	514.0	kJ/mol
gap between HOMO and LUMO (alpha / beta)	0.254 / 0.254	hartree
LUMO level (alpha / beta)	-1.6 / -1.6	eV
E_HOMO (alpha / beta)	-0.313 / -0.313	Ha

Löwdin population analysis, charges in e, atoms 1 to 6: atom 1 (C): -0.611, atom 2 (C): -0.886, atom 3 (C): -0.030, atom 4 (N): 0.179, atom 5 (N): -0.083, atom 6 (N): -0.446

---

6.
The molecule C3H3ClN2OS, computed with ωB97M-V/def2-TZVPD.

```
! wB97M-V def2-TZVPD RIJCOSX def2/J DEFGRID3
* xyz 0 1
C 0.0957 1.0524 0.7970
C 0.2891 0.0152 -0.0521
C -1.7713 0.0790 0.5439
N -1.2094 1.0375 1.1952
N -0.8663 -0.5956 -0.1718
O -3.5829 -1.7626 -0.0371
S -3.5518 -0.5056 0.6604
Cl -4.2305 0.9525 -0.6781
H 0.8577 1.7659 1.1054
H 1.1963 -0.3989 -0.6212
H -1.2359 -1.3948 -0.6827
*
```

Output
energy above the lowest of the compared OMol25 structures with the same formula, charge and spin	61.8	kJ/mol
gap between HOMO and LUMO	0.339	hartree
LUMO level	-0.2	eV
E_HOMO	-0.348	Ha

Löwdin population analysis, charges in e, atoms 1 to 6: atom 1 (C): -0.140, atom 2 (C): -0.134, atom 3 (C): -0.583, atom 4 (N): 0.069, atom 5 (N): 0.047, atom 6 (O): -0.542

---

7.
The molecule C3H3ClN2S, computed with ωB97M-V/def2-TZVPD.

```
! wB97M-V def2-TZVPD RIJCOSX def2/J DEFGRID3
* xyz 0 1
C 2.0803 0.4808 -0.0476
S 0.5362 1.2221 0.4651
N -0.4302 -0.0579 0.2087
C -1.7347 -0.0923 0.1033
Cl -2.7539 1.3005 0.1011
C -2.3365 -1.3739 -0.0469
N -2.7752 -2.3669 -0.4160
H 2.2485 0.6523 -1.1031
H 2.1643 -0.6176 0.3795
H 3.0011 0.8529 0.3560
*
```

Output
structure (SMILES)	CS/N=C(\Cl)C#N
energy above the lowest of the compared OMol25 structures with the same formula, charge and spin	160.8	kJ/mol
gap between HOMO and LUMO	0.321	hartree
LUMO level	-0.4	eV
E_HOMO	-0.336	Ha

Löwdin population analysis, charges in e, atoms 1 to 6: atom 1 (C): -0.405, atom 2 (S): 0.850, atom 3 (N): -0.361, atom 4 (C): -0.831, atom 5 (Cl): 0.681, atom 6 (C): -0.246

---

8.
The molecule C3H3ClN2S, computed with ωB97M-V/def2-TZVPD.

```
! wB97M-V def2-TZVPD RIJCOSX def2/J DEFGRID3
* xyz 0 1
C -0.6524 -0.5548 0.1686
C -1.7155 0.2852 0.1968
C 0.8086 -0.4449 -0.0593
N 1.4415 1.9227 0.1161
N 1.6709 0.7536 -0.0551
S 1.7994 -1.7263 -0.1565
Cl -3.3151 -0.5420 0.0023
H -0.8625 -1.5691 0.0755
H -1.8717 1.3303 0.0751
H 2.6967 0.5452 -0.3636
*
```

Output
energy above the lowest of the compared OMol25 structures with the same formula, charge and spin	408.8	kJ/mol
gap between HOMO and LUMO	0.249	hartree
LUMO level	-1.8	eV
E_HOMO	-0.316	Ha

Löwdin population analysis, charges in e, atoms 1 to 6: atom 1 (C): -0.216, atom 2 (C): -0.406, atom 3 (C): -0.714, atom 4 (N): 0.071, atom 5 (N): -0.296, atom 6 (S): 0.796

---

9.
The molecule C3H3ClN2S2Si, computed with ωB97M-V/def2-TZVPD.

```
! wB97M-V def2-TZVPD RIJCOSX def2/J DEFGRID3
* xyz 0 1
C 0.0215 0.1103 0.6968
Si 0.1839 -1.7816 0.9342
Cl 0.9512 -2.8160 -0.6041
S -1.7425 -2.7067 1.4826
C -2.4994 -1.2559 1.7546
N -3.0669 -0.2526 1.8173
S 1.6965 -1.6595 2.5030
C 0.7419 -2.2259 3.7717
N 0.0717 -2.5478 4.6382
H -0.7569 0.3988 1.3915
H 0.9381 0.4887 1.0122
H -0.1857 0.3713 -0.3023
*
```

Output
structure (SMILES)	C[Si](Cl)(SC#N)SC#N
energy above the lowest of the compared OMol25 structures with the same formula, charge and spin	0.0	kJ/mol
gap between HOMO and LUMO	0.375	hartree
LUMO level	-0.2	eV
E_HOMO	-0.382	Ha

Löwdin population analysis, charges in e, atoms 1 to 6: atom 1 (C): -0.220, atom 2 (Si): -0.265, atom 3 (Cl): 0.355, atom 4 (S): 0.731, atom 5 (C): -0.776, atom 6 (N): 0.114

---

10.
The molecule C3H3ClN4, computed with ωB97M-V/def2-TZVPD.

```
! wB97M-V def2-TZVPD RIJCOSX def2/J DEFGRID3
* xyz 0 1
N 0.2143 -0.6864 1.8059
C 0.0129 -0.3162 0.4545
N -0.3708 -1.2070 -0.4409
C -0.5246 -0.7364 -1.6792
N -0.3266 0.4883 -2.1339
N 0.0794 1.3937 -1.2506
C 0.2306 1.0144 0.0050
Cl 0.8398 2.2061 1.1258
H 1.1789 -0.4629 2.1107
H -0.4654 -0.2422 2.4616
H -0.8683 -1.4514 -2.4591
*
```

Output
structure (SMILES)	Nc1ncnnc1Cl
energy above the lowest of the compared OMol25 structures with the same formula, charge and spin	0.0	kJ/mol
gap between HOMO and LUMO	0.355	hartree
LUMO level	-0.3	eV
E_HOMO	-0.365	Ha

Löwdin population analysis, charges in e, atoms 1 to 6: atom 1 (N): 0.055, atom 2 (C): -0.397, atom 3 (N): 0.156, atom 4 (C): -0.206, atom 5 (N): 0.035, atom 6 (N): 0.018

---

Which formula does entry 7 have? C3H3ClN2S

---

Among the records above, which one has the highest energy above the lowest of the compared OMol25 structures with the same formula, charge and spin? C3H3ClF2

---

Among the records above, which one has the highest energy above the lowest of the compared OMol25 structures with the same formula, charge and spin? C3H3ClF2

---

What is the formula in the seventh record? C3H3ClN2S